# 1
The following is a quantum chemistry calculation of a single C2HFN2O molecule at a distorted geometry, from the OMol25 dataset.

Last columns: bonded neighbours and bond lengths (Å).
Atoms and positions in Å:
1 F 0.88469 0.35519 2.14956  C2 1.346
2 C 0.41701 0.16581 0.90194  F1 1.346, N3 1.252, O6 1.330
3 N 0.99846 -0.20676 -0.14292  C2 1.252, C4 1.412
4 C -0.07710 -0.26898 -1.05514  N3 1.412, N5 1.292, H7 1.082
5 N -1.17448 0.14831 -0.51605  C4 1.292, O6 1.322
6 O -0.88910 0.37151 0.75532  C2 1.330, N5 1.322
7 H -0.15947 -0.56507 -2.09270  C4 1.082

Output
**Frontier orbital gap**: 12.2 eV
**Max |F|**: 0.0565 hartree/bohr
**Multiplicity**: 1
**E_tot**: -9833.4907 eV
**Charge**: 0
**HOMO energy**: -11.32 eV

These are the natural (NBO) partial charges, in e, on atoms 1 to 6:
1 F -0.2715
2 C 0.8294
3 N -0.5138
4 C 0.1304
5 N -0.1214
6 O -0.2781

# 2
The following is a quantum chemistry calculation of a single C2HFN2O2 molecule at a distorted geometry, from the OMol25 dataset.

Last columns: bonded neighbours and bond lengths (Å).
Atoms and positions in Å:
1 O -1.14393 3.32461 0.45142  C2 1.184
2 C -0.83005 2.22549 0.14282  O1 1.184, C3 1.295
3 C -0.33740 1.03790 -0.01039  C2 1.295, O4 1.360, N5 1.315
4 O 0.21749 0.29348 0.98312  C3 1.360, H8 0.975
5 N -0.55255 0.28616 -1.06784  C3 1.315, N6 1.178
6 N -1.19039 0.68585 -1.97422  N5 1.178, F7 1.489
7 F -1.51487 2.12924 -1.80641  N6 1.489
8 H 0.22046 -0.39038 0.28811  O4 0.975

Output
**Frontier orbital gap**: 9.0 eV
**Max |F|**: 0.1265 hartree/bohr
**Multiplicity**: 1
**E_tot**: -11877.5517 eV
**Charge**: 0
**HOMO energy**: -9.41 eV

These are the natural (NBO) partial charges, in e, on atoms 1 to 6:
1 O -0.3972
2 C 0.7189
3 C 0.0518
4 O -0.6281
5 N -0.1724
6 N 0.2578